Entry 1:
The following is a quantum chemistry calculation of a molecular structure, C35H46I2N2O4Sb2Tl, from the Open Molecules 2025 dataset.

Structure (XYZ):
```
92
C35H46I2N2O4Sb2Tl, DFT ωB97M-V/def2-TZVPD
Tl -0.96 -0.75 0.10
C -3.93 0.83 1.49
O -2.52 0.92 1.67
C -2.16 0.90 3.05
C -0.65 1.13 3.16
O 0.12 0.13 2.52
C 0.27 -1.08 3.27
C 1.38 -1.88 2.59
O 1.00 -2.37 1.31
C 0.57 -3.73 1.31
H -4.43 1.60 2.09
H -4.30 -0.15 1.78
H -4.12 1.00 0.44
H -2.45 -0.05 3.50
H -2.68 1.72 3.57
H -0.38 1.20 4.22
H -0.38 2.07 2.67
H -0.66 -1.65 3.28
H 0.58 -0.84 4.29
H 1.67 -2.71 3.24
H 2.24 -1.23 2.43
H 1.38 -4.38 1.63
H 0.29 -3.98 0.29
H -0.29 -3.87 1.97
C 1.99 1.54 0.02
C 3.10 0.55 -0.31
C 2.64 -0.59 -1.20
Sb 2.12 0.21 -3.17
C 0.67 -0.84 -4.38
C -0.06 -1.91 -3.88
C -0.96 -2.56 -4.71
C -1.14 -2.12 -6.01
C -0.41 -1.05 -6.50
C 0.51 -0.40 -5.68
C 3.93 -0.10 -4.32
C 4.99 0.80 -4.35
C 6.11 0.49 -5.11
C 6.17 -0.71 -5.80
C 5.12 -1.61 -5.74
C 3.99 -1.30 -5.00
Sb 1.44 2.62 -1.79
C 2.76 4.33 -1.79
C 3.99 4.39 -2.42
C 4.75 5.54 -2.30
C 4.28 6.61 -1.56
C 3.05 6.54 -0.94
C 2.28 5.40 -1.05
C -0.49 3.60 -1.76
C -1.46 3.22 -0.86
C -2.69 3.87 -0.89
C -2.93 4.86 -1.82
C -1.94 5.24 -2.72
C -0.71 4.61 -2.69
H 2.34 2.28 0.74
H 1.12 1.03 0.43
H 3.45 0.11 0.63
H 3.96 1.07 -0.75
H 1.80 -1.12 -0.75
H 3.45 -1.30 -1.37
H 0.08 -2.23 -2.85
H -1.50 -3.42 -4.36
H -1.86 -2.62 -6.65
H -0.53 -0.72 -7.52
H 1.10 0.42 -6.08
H 4.95 1.73 -3.81
H 6.93 1.18 -5.16
H 7.04 -0.94 -6.40
H 5.17 -2.55 -6.27
H 3.16 -2.00 -4.95
H 4.36 3.55 -3.00
H 5.71 5.60 -2.79
H 4.88 7.51 -1.47
H 2.67 7.38 -0.37
H 1.31 5.34 -0.57
H -1.28 2.43 -0.14
H -3.46 3.58 -0.18
H -3.89 5.35 -1.85
H -2.13 6.02 -3.44
H 0.08 4.92 -3.37
I -3.61 -3.50 1.37
I -5.27 -5.60 1.38
C -3.51 -0.43 -2.49
N -2.88 0.55 -3.35
C -1.63 1.02 -3.32
N -1.31 1.84 -4.35
O -0.77 0.75 -2.44
H -3.70 -1.35 -3.05
H -4.46 -0.04 -2.13
H -2.87 -0.66 -1.64
H -3.45 0.80 -4.14
H -1.99 2.15 -5.02
H -0.44 2.34 -4.34
```

The HOMO energy comes out at -15.155 eV. Its charge is +3.



Entry 2:
The following is a quantum chemistry calculation of a gas-phase ion, C4H9N2 (charge +1), from the Open Molecules 2025 dataset.

Structure (XYZ):
```
15
C4H9N2, DFT ωB97M-V/def2-TZVPD
C 0.22 -1.07 -0.93
C 0.12 0.28 -0.14
C -0.74 1.09 -1.04
C -0.51 0.09 1.21
N 1.30 -1.61 -1.24
N 0.28 -0.10 2.22
H -0.68 -1.25 -1.49
H -0.97 2.15 -0.97
H -1.76 0.73 -1.36
H -0.15 1.06 -2.00
H -1.59 0.18 1.22
H 1.06 0.72 0.02
H 1.28 -0.42 2.26
H 2.29 -1.56 -0.88
H -0.15 -0.30 3.12
```

The HOMO energy comes out at -13.557 eV. Its charge is +1. The SMILES is [H]/N=C\[C@@H](C)C=[NH2+].



The calculation returns the following gap between HOMO and LUMO values, one per record and in order: 0.2227, 0.3004 Ha.
The calculation returns the following largest force on an atom values, one per record and in order: 1.15, 3.99 eV Å⁻¹.
The calculation returns the following relative energy (zero: lowest compared OMol25 entry of this formula, charge and spin) values, one per record and in order: 0.00, 284.01 kJ/mol.